(1)
Here is a molecular structure, C41H40BrCsF4N3PSSi in a non-equilibrium geometry from OMol25. Energies are from ωB97M-V/def2-TZVPD.

Geometry (Å):
Cs -1.58 -0.88 1.49
F -3.68 -7.87 -2.18
C -3.28 -6.56 -2.06
C -2.85 -5.84 -3.17
F -2.82 -6.41 -4.38
C -2.47 -4.52 -3.07
F -2.25 -3.86 -4.25
C -2.30 -3.83 -1.83
P -1.61 -2.14 -1.74
C -0.05 -2.48 -2.69
C 1.06 -2.86 -1.93
C 2.30 -3.10 -2.53
C 2.46 -3.02 -3.92
C 1.35 -2.67 -4.69
C 0.11 -2.46 -4.07
C -2.67 -1.31 -2.94
C -2.05 -0.42 -3.81
C -2.76 0.12 -4.87
C -4.15 -0.05 -4.95
C -4.79 -0.87 -4.05
C -4.06 -1.50 -3.03
C -2.71 -4.55 -0.70
Br -2.62 -3.74 1.05
C -3.16 -5.90 -0.85
F -3.49 -6.56 0.26
H 0.98 -2.96 -0.84
H 3.11 -3.37 -1.87
H 3.44 -3.19 -4.38
H 1.44 -2.53 -5.77
H -0.74 -2.31 -4.72
H -1.00 -0.14 -3.66
H -2.27 0.71 -5.62
H -4.68 0.44 -5.75
H -5.88 -1.05 -4.11
H -4.55 -2.15 -2.30
C 0.61 1.44 -2.03
C 1.24 1.39 -0.64
C 1.38 2.61 0.18
C 2.64 3.15 0.25
C 2.60 4.47 0.69
C 1.52 5.12 1.24
C 0.32 4.41 1.38
C -0.84 5.24 1.85
C -1.33 6.39 0.97
C 0.24 3.14 0.80
N -0.97 2.36 0.52
C -2.02 3.14 0.27
C -3.45 2.44 0.71
C -4.60 3.28 0.46
C -5.59 2.30 0.57
C -5.10 1.12 0.90
N -3.53 1.30 1.07
H 0.94 0.53 -2.55
H 0.95 2.26 -2.65
H -0.49 1.44 -2.00
H 2.27 1.13 -0.82
H 0.84 0.61 0.02
H 3.52 2.59 -0.10
H 3.53 5.04 0.63
H 1.41 6.18 1.52
H -0.42 5.76 2.72
H -1.67 4.63 2.24
H -0.60 7.19 1.08
H -2.25 6.76 1.44
H -1.49 6.25 -0.09
H -2.20 4.11 -0.23
H -4.55 4.37 0.39
H -6.61 2.60 0.36
H -5.57 0.12 1.10
C 5.90 -0.46 4.70
Si 4.15 0.18 4.36
C 4.17 1.88 3.64
C 3.29 0.25 6.04
C 3.40 -1.09 3.22
C 4.15 -2.10 2.69
C 3.51 -3.10 2.01
C 2.15 -3.00 1.77
N 1.30 -2.01 2.24
C 2.02 -1.03 2.89
S 1.12 0.25 3.62
H 6.37 0.13 5.51
H 6.58 -0.39 3.83
H 5.92 -1.51 5.06
H 4.55 2.57 4.42
H 3.20 2.28 3.29
H 4.87 1.90 2.77
H 4.06 0.61 6.75
H 2.89 -0.73 6.36
H 2.42 0.96 6.05
H 5.24 -2.10 2.87
H 4.08 -3.94 1.62
H 1.70 -3.78 1.17
H 0.46 -0.85 4.82

The net charge is -2. Its electronic energy is -5773.0533 Ha. The lowest unoccupied orbital energy (spin up / spin down) comes out at 3.80 / 3.82 eV. For the highest occupied orbital energy (spin up / spin down), the calculation gives 0.4 / 0.0 eV. The gap between HOMO and LUMO (spin up / spin down) comes out at 3.371 / 3.842 eV.

---

(2)
Here is a molecular structure, C41H40CuN6O5S3Si from OMol25. Energies are from ωB97M-V/def2-TZVPD.

Geometry (Å):
Cu 2.65 -0.20 0.14
S 3.13 -0.44 2.41
C 4.84 -0.74 2.34
C 5.46 -1.20 3.55
N 5.92 -1.57 4.53
C 5.59 -0.56 1.22
S 4.95 -0.01 -0.30
C 7.00 -0.83 1.25
N 8.14 -1.04 1.25
C 1.70 0.30 -4.64
C 1.15 -0.76 -3.93
C 1.51 -0.92 -2.61
N 2.35 -0.11 -1.99
C 2.86 0.92 -2.66
C 2.57 1.15 -4.00
H 1.43 0.46 -5.68
H 0.44 -1.44 -4.39
H 1.09 -1.71 -1.99
H 3.51 1.58 -2.10
H 3.00 2.01 -4.50
C -4.42 2.87 2.29
C -3.69 3.69 1.27
C -3.31 5.00 1.55
C -2.60 5.76 0.63
C -2.26 5.19 -0.59
C -2.62 3.88 -0.89
C -3.33 3.14 0.04
S -1.26 6.08 -1.75
O -1.85 5.88 -3.05
O -1.11 7.41 -1.23
N 0.18 5.36 -1.77
C 1.01 5.40 -0.55
C 0.90 4.13 0.28
C 1.25 2.85 -0.50
O 0.74 2.74 -1.66
O 2.00 2.03 0.07
H -4.80 3.48 3.10
H -3.75 2.12 2.72
H -5.25 2.33 1.84
H -3.58 5.44 2.51
H -2.29 6.77 0.84
H -2.32 3.44 -1.83
H -3.59 2.11 -0.19
H 0.16 4.38 -2.11
H 0.73 6.28 0.03
H 2.05 5.54 -0.87
H -0.13 4.01 0.65
H 1.55 4.19 1.15
N 2.05 -8.12 -0.60
C 2.28 -7.00 -0.46
C 2.57 -5.60 -0.28
C 2.18 -4.95 0.88
C 2.44 -3.59 0.98
N 3.06 -2.90 0.03
C 3.44 -3.54 -1.07
C 3.22 -4.89 -1.28
H 1.65 -5.47 1.67
H 2.15 -3.01 1.85
H 3.96 -2.93 -1.81
H 3.54 -5.38 -2.20
C -0.96 1.00 2.20
C -1.20 -0.51 2.35
C -0.37 -1.01 3.53
C -2.69 -0.76 2.65
Si -0.65 -1.26 0.69
O 0.80 -0.84 0.26
C -0.90 -3.16 0.64
C -0.76 -3.77 -0.61
C -0.87 -5.14 -0.78
C -1.14 -5.95 0.31
C -1.30 -5.38 1.56
C -1.19 -4.00 1.72
C -1.87 -0.66 -0.65
C -1.43 0.32 -1.54
C -2.25 0.78 -2.57
C -3.54 0.28 -2.71
C -4.00 -0.69 -1.83
C -3.17 -1.16 -0.82
H -1.26 1.53 3.12
H -1.54 1.42 1.37
H 0.09 1.22 2.00
H -0.62 -0.44 4.43
H 0.70 -0.88 3.36
H -0.54 -2.07 3.75
H -2.97 -0.27 3.59
H -2.91 -1.82 2.76
H -3.33 -0.37 1.86
H -0.56 -3.15 -1.48
H -0.74 -5.58 -1.76
H -1.21 -7.03 0.19
H -1.52 -6.00 2.42
H -1.32 -3.58 2.71
H -0.44 0.74 -1.44
H -1.88 1.53 -3.26
H -4.18 0.64 -3.50
H -5.00 -1.09 -1.93
H -3.53 -1.94 -0.16

The net charge is -2. Its electronic energy is -5415.8885 Ha. As for the multiplicity: 2. The lowest unoccupied orbital energy (spin up / spin down) comes out at 3.98 / 3.98 eV. For the highest occupied orbital energy (spin up / spin down), the calculation gives -2.2 / -2.1 eV. The gap between HOMO and LUMO (spin up / spin down) comes out at 6.147 / 6.086 eV.

---

(3)
Here is 5 unconnected molecules or ions with the total composition C41H41B2BrO28S2 in a non-equilibrium geometry from OMol25. Energies are from ωB97M-V/def2-TZVPD.

Geometry (Å):
C 0.15 -0.13 6.15
C 0.86 0.32 4.78
O -0.02 0.09 3.63
C 0.64 -0.79 2.72
C -0.03 -1.19 1.35
O 0.54 -0.43 0.20
S 0.19 1.16 0.58
O 1.33 1.96 -0.03
O -1.16 1.51 -0.27
C -2.40 0.89 0.03
O -3.00 0.53 -1.28
B -2.18 1.14 -2.34
O -2.40 2.50 -2.78
O -1.13 0.40 -3.03
C -2.59 -0.20 1.16
B -4.18 -0.63 0.88
O -4.71 -1.95 0.76
O -5.19 0.43 0.87
C -6.00 0.38 -0.34
C -2.84 0.63 2.54
C -2.27 2.06 2.82
C -2.55 2.87 4.12
C -3.42 2.29 5.27
C -4.01 0.89 5.02
C -3.74 0.10 3.71
C -1.61 -1.47 1.25
C -1.94 -2.35 2.55
C -1.04 -3.59 2.90
O -0.31 -4.31 2.22
Br -1.14 -4.16 4.84
C -1.71 -2.33 -0.16
S -2.49 -4.00 -0.11
O -1.45 -5.05 -0.49
O -3.55 -4.08 -1.21
H 0.97 -0.59 6.81
H -0.70 -0.88 6.00
H -0.24 0.79 6.71
H 1.07 1.45 4.84
H 1.88 -0.19 4.64
H 0.91 -1.75 3.32
H 1.68 -0.33 2.48
H 0.47 -2.22 1.13
H -3.10 1.77 0.32
H -2.86 2.46 -3.65
H -1.47 -0.48 -3.30
H -4.93 -2.31 1.65
H -7.10 0.21 -0.13
H -5.54 -0.33 -1.11
H -5.92 1.44 -0.81
H -1.65 2.61 2.04
H -2.11 3.92 4.28
H -3.62 2.87 6.23
H -4.66 0.42 5.86
H -4.24 -0.94 3.68
H -1.81 -1.68 3.49
H -3.04 -2.70 2.61
H -2.26 -1.78 -0.99
H -0.67 -2.52 -0.62
H -3.15 -4.34 1.06
C -6.44 -5.73 6.42
C -6.84 -6.92 6.88
C -6.02 -8.14 6.69
O -6.41 -9.21 7.14
C -4.76 -8.02 5.96
C -4.35 -6.83 5.50
C -5.17 -5.60 5.71
O -4.76 -4.53 5.29
O -3.19 -6.70 4.81
O -8.03 -7.05 7.54
H -7.03 -4.83 6.55
H -4.18 -8.92 5.81
H -3.12 -5.75 4.59
H -8.09 -8.00 7.77
C 1.11 7.30 -4.83
C 0.19 6.84 -5.67
C -0.66 5.66 -5.33
O -1.51 5.28 -6.12
C -0.43 5.00 -4.05
C 0.50 5.46 -3.20
C 1.33 6.65 -3.53
O 2.15 7.06 -2.73
O 0.73 4.85 -2.01
O -0.02 7.43 -6.88
H 1.73 8.16 -5.06
H -1.03 4.13 -3.82
H 1.44 5.37 -1.58
H -0.74 6.92 -7.30
C 3.45 0.35 -2.32
C 3.05 -0.85 -1.87
C 3.87 -2.07 -2.07
O 3.48 -3.14 -1.63
C 5.13 -1.94 -2.81
C 5.53 -0.75 -3.26
C 4.73 0.48 -3.03
O 5.13 1.55 -3.45
O 6.70 -0.62 -3.95
O 1.87 -0.99 -1.20
H 2.87 1.24 -2.17
H 5.71 -2.84 -2.97
H 6.76 0.34 -4.17
H 1.81 -1.94 -0.98
C 9.69 1.66 -6.69
C 10.58 2.53 -7.18
C 10.30 4.00 -7.19
O 11.15 4.76 -7.63
C 9.01 4.46 -6.68
C 8.12 3.59 -6.19
C 8.41 2.13 -6.15
O 7.58 1.37 -5.68
O 6.92 4.01 -5.71
O 11.77 2.11 -7.68
H 9.88 0.60 -6.67
H 8.82 5.53 -6.71
H 6.46 3.20 -5.42
H 12.23 2.93 -7.97

The net charge is 0. Its electronic energy is -7113.5211 Ha. The lowest unoccupied orbital energy comes out at -1.83 eV. For the highest occupied orbital energy, the calculation gives -9.4 eV. The gap between HOMO and LUMO comes out at 7.538 eV.